1.
65
Properties=species:S:1:pos:R:3:mulliken_charge:R:1 method="wB97M-V/def2-TZVPD" lumo_energy_ev="0.49 / -1.82" largest_force_ev_per_a=1.11 multiplicity=5 total_energy_ha=-2384.990119 relative_energy_kj_mol=144.6 s2=6.0421 gap_ev="7.07 / 6.58"
Ir 0.38495 0.51080 -0.15170 1.536
Cl -2.49843 0.01308 -0.09039 1.781
Si 1.28340 3.81996 0.09098 -0.280
O -3.03630 -0.52539 1.10083 -0.607
O 1.81688 -1.82666 0.54981 0.420
O -3.46749 0.18538 -1.10086 -0.604
O -1.41146 -0.85804 -0.57931 -0.717
O -1.82207 1.28384 0.19412 -0.713
N 1.82794 2.18408 -0.09700 -0.125
N 2.60591 0.10698 -0.43973 2.107
C 0.08806 4.13354 -1.33200 -0.880
C 3.71379 -0.33094 4.30200 -0.883
C 0.85372 -3.90770 0.95806 -0.622
C 5.34285 -0.55826 0.16046 -1.138
C 2.69499 5.06786 0.05078 -1.204
C 2.95212 -0.93276 0.58818 1.165
C 1.73556 0.29644 2.49672 -0.815
C 3.03210 -0.93744 -4.52231 -0.596
C 5.32825 0.85498 0.26326 -0.959
C 1.58755 0.65273 3.82291 -1.190
C 2.53614 -5.17398 -0.83546 -1.185
C 2.95207 1.46836 -0.08517 -0.083
C 2.87238 -0.36653 2.03558 0.657
C 2.66966 -3.80778 -0.62427 0.118
C 0.32827 3.86907 1.71517 -0.881
C 3.90091 -0.02279 -3.94620 -0.912
C 1.83104 -3.17916 0.28538 0.523
C 4.25409 1.76556 0.25843 -0.659
C 1.57354 -5.90723 -0.16246 -0.609
C 1.88238 -1.14276 -2.42270 -0.683
C 2.01968 -1.49316 -3.75687 -1.115
C 4.31762 -1.45205 0.27879 -1.513
C 2.58525 0.34280 4.73490 -0.640
C 0.72469 -5.26507 0.73048 -0.664
C 3.85381 -0.68597 2.96728 -0.548
C 2.77789 -0.25033 -1.83264 1.277
C 3.78206 0.31831 -2.60842 -0.438
H 3.31886 5.00060 0.94468 0.336
H 0.91934 0.54419 1.81071 0.800
H -0.36183 5.12607 -1.25832 0.336
H 2.47561 0.62190 5.77452 0.417
H 0.68698 1.15945 4.14587 0.503
H 6.30633 1.30951 0.37186 0.381
H 3.40664 -3.24453 -1.17857 0.565
H 4.49177 -0.59724 5.00589 0.440
H 3.18672 -5.66275 -1.54944 0.408
H 4.68325 0.42810 -4.54288 0.423
H 4.73056 -1.22512 2.64416 0.443
H 1.47743 -6.97082 -0.33584 0.404
H 6.32572 -0.99709 0.02367 0.410
H 0.96978 3.64377 2.56952 0.275
H -0.47335 3.12722 1.67613 0.222
H 4.50344 -2.51363 0.22318 0.906
H 4.46617 1.02937 -2.16949 0.361
H 3.33154 4.91295 -0.82292 0.347
H 2.29680 6.08332 -0.00048 0.361
H 4.46936 2.79919 0.50186 0.359
H 1.06912 -1.56723 -1.84693 0.301
H 0.58360 4.05388 -2.30124 0.293
H -0.13037 4.84691 1.87890 0.422
H 1.32713 -2.19792 -4.19812 0.471
H 0.19824 -3.38421 1.64238 0.414
H 3.13537 -1.20517 -5.56573 0.412
H -0.72084 3.39812 -1.29766 0.246
H -0.04028 -5.82364 1.25357 0.422



2.
59
Properties=species:S:1:pos:R:3:mulliken_charge:R:1 method="wB97M-V/def2-TZVPD" lumo_energy_ev="0.12 / 0.11" largest_force_ev_per_a=1.94 multiplicity=5 total_energy_ha=-2489.074096 relative_energy_kj_mol=15.0 s2=6.1102 gap_ev="4.75 / 7.69"
Cr 0.04551 1.04415 0.78917 -0.747
Si 0.79953 -0.58477 -0.77222 0.460
N -1.86804 1.07278 0.07849 0.445
N -0.06871 3.02646 0.02409 -0.228
C -4.04925 0.18205 -0.30596 -0.997
C -2.69871 0.01383 -0.00724 -0.558
C -1.59470 -3.91590 -1.43487 -0.668
C 1.05938 -0.01135 2.42605 -0.227
C 2.61260 -0.95041 -0.39816 0.822
C 4.89058 -0.12895 -0.20108 -0.521
C 3.53077 0.11718 -0.41123 -0.598
C 3.08116 -2.26146 -0.19957 -0.100
C -0.82489 -3.97521 0.86526 -0.919
C -0.51506 1.63355 2.90717 -0.586
C -0.09647 -2.80241 0.65362 0.285
C -0.31217 0.21402 2.81400 -0.466
C -1.45486 3.40530 0.04118 0.280
C 4.44994 -2.49796 -0.02067 -0.651
C -0.12096 -2.18099 -0.60425 0.338
C -4.19313 3.92049 -0.09371 -0.837
C 1.67859 1.26858 2.21344 -0.757
C -0.84935 -2.75229 -1.65906 -0.070
C 0.71311 2.28521 2.54716 -0.548
C -2.36769 2.34565 -0.07368 0.562
C -3.28539 4.93411 0.17511 -0.768
C -1.58095 -4.53356 -0.17484 -0.570
C 5.35891 -1.43500 -0.01716 -0.501
C -3.75877 2.57250 -0.20768 0.763
C 1.88771 -1.66044 -3.36607 -0.750
C -4.60284 1.45684 -0.37690 -0.923
C -1.89630 4.69261 0.24007 -0.844
H 0.96340 -1.27969 -3.84228 0.227
H 3.18022 1.13447 -0.62214 0.332
H 0.50084 -2.38276 1.46824 0.224
H 0.26663 2.78753 -0.91159 0.227
H -1.03811 -0.55600 3.08941 0.430
H 2.38018 -3.10294 -0.22507 0.293
H -5.66149 1.62946 -0.54980 0.373
H 5.59320 0.70325 -0.19410 0.401
H 0.48316 0.08592 -2.05457 -0.356
H 1.56033 -0.97455 2.38927 0.798
H -2.23713 -0.96164 0.12240 0.556
H -2.12716 -5.46649 -0.00887 0.369
H 4.79270 -3.52533 0.10279 0.393
H -0.78107 -4.44819 1.84617 0.405
H -5.25365 4.11804 -0.23742 0.380
H -0.81523 -2.28984 -2.64766 0.309
H 2.72143 1.44820 1.94990 0.525
H 1.64810 -2.48907 -2.69301 0.174
H 0.54937 3.76777 0.34810 0.331
H -1.40674 2.11871 3.31458 0.434
H -4.65079 -0.71241 -0.44144 0.418
H -3.65300 5.94310 0.34717 0.359
H 2.61303 -2.03508 -4.11058 0.379
H -2.17790 -4.35047 -2.24649 0.415
H 2.38863 -0.85984 -2.81370 0.165
H -1.17665 5.48919 0.41318 0.348
H 6.42784 -1.63115 0.09739 0.362
H 0.94030 3.34518 2.65973 0.609



3.
65
Properties=species:S:1:pos:R:3:mulliken_charge:R:1 method="wB97M-V/def2-TZVPD" lumo_energy_ev=0.68 largest_force_ev_per_a=6.26 multiplicity=1 total_energy_ha=-2223.482348 gap_ev=9.96
S -0.02076 3.81959 0.21238 0.667
F -5.98715 2.18437 -0.19678 -0.314
F -3.19319 -0.26546 0.69556 -0.348
F 0.75820 -1.17721 -0.98053 -0.320
F -2.62511 2.28665 3.47354 -0.147
F 6.23700 -4.15741 -4.17455 -0.283
O 1.40655 3.04162 0.79181 -0.342
O 0.09315 5.27865 0.80337 -0.538
O -1.42914 3.18919 0.93668 -0.260
N 1.89216 0.68374 0.89041 -0.523
C 1.82514 -1.62087 -1.65834 0.328
C -3.07817 1.19689 1.04056 0.070
C -3.65344 4.24375 4.29437 -0.253
C 4.03501 -2.54054 -3.06190 -0.053
C 7.56864 -4.16241 -4.02852 0.408
C 2.91561 -2.07310 -3.75487 -0.591
C -3.15428 2.96259 4.50200 0.257
C -8.41358 -1.13772 -0.26371 -0.428
C 8.13088 -3.65921 -2.86062 -0.127
C 9.75361 -4.67123 -4.89807 -0.438
C -4.24960 4.36259 6.63263 -0.477
C -7.12667 -1.20498 -0.80327 -0.460
C 1.80294 -1.61606 -3.04871 -0.442
C 4.04567 -2.54608 -1.66626 -0.376
C -3.19599 2.37198 5.76008 -0.409
C -6.77700 1.10257 -0.21843 0.345
C -8.05413 1.17672 0.32632 -0.452
C 8.36680 -4.67054 -5.04754 -0.452
C 9.51690 -3.67001 -2.70614 -0.452
C 2.93731 -2.07859 -0.96057 -0.341
C -6.30650 -0.07690 -0.78512 -0.147
C 10.32677 -4.17325 -3.72535 -0.460
C -8.87855 0.05218 0.29831 -0.376
C 1.76874 1.89274 -0.06087 -0.135
C -1.50396 1.72282 0.84041 -0.132
C -4.20917 4.94591 5.36382 -0.485
C -3.74140 3.07809 6.83198 -0.438
H -3.45228 1.29706 2.14489 0.074
H 10.38678 -5.05913 -5.69216 0.352
H 4.90091 -2.90110 -3.61308 0.326
H -4.67908 4.91236 7.46742 0.354
H -0.79668 1.20145 1.62421 0.098
H 1.80022 1.00464 1.88010 0.272
H -4.60919 5.94508 5.21027 0.354
H -5.30720 -0.10797 -1.20689 0.369
H 0.91016 1.62592 -0.84151 0.177
H 2.91124 -2.06618 -4.84201 0.377
H -1.21103 1.40350 -0.25084 0.345
H -8.39624 2.10711 0.76728 0.395
H -3.77023 2.62776 7.82126 0.354
H 2.77639 2.06172 -0.67401 0.261
H 4.91645 -2.91420 -1.12910 0.330
H -3.79150 1.86987 0.38041 0.135
H 9.96507 -3.28674 -1.79260 0.356
H -9.88201 0.10329 0.71395 0.352
H 1.12317 0.00918 0.64117 0.258
H 7.48691 -3.26357 -2.08222 0.299
H 0.92144 -1.25710 -3.56982 0.413
H 2.93210 -2.06746 0.12432 0.363
H -6.76536 -2.13411 -1.23700 0.351
H 11.40826 -4.17809 -3.60733 0.355
H -3.60589 4.68388 3.30367 0.459
H -9.05457 -2.01656 -0.28209 0.355
H 7.90343 -5.06082 -5.94778 0.405
H -2.80461 1.36916 5.89534 0.387



4.
66
Properties=species:S:1:pos:R:3:mulliken_charge:R:1 method="wB97M-V/def2-TZVPD" lumo_energy_ev=-1.63 smiles="CCCCCCc1cc(F)c2c(c1)C(=O)c1c(OC#N)c(CCCCC)c(P(=O)(O)O)c(OC#N)c1C2=O" largest_force_ev_per_a=4.05 multiplicity=1 total_energy_ha=-2122.907764 gap_ev=8.19
P -4.52638 -3.27137 -1.29359 0.791
F 0.79459 1.45001 -4.92193 -0.303
O -3.79321 -4.36714 -0.57642 -0.678
O -2.16106 1.31396 -4.30612 -0.475
O -4.66803 -3.71841 -2.88093 -0.512
O -6.08946 -3.11540 -0.73153 -0.534
O -3.18245 -1.41860 -3.59621 -0.480
O -2.59429 0.84943 1.74855 -0.357
O -1.85192 3.11747 0.25367 -0.495
N -5.49174 -0.97888 -4.46250 -0.418
N -4.66974 1.96275 2.57722 -0.574
C 4.99397 1.99954 0.28222 -0.503
C 0.31764 -0.30442 3.09473 -1.004
C -0.33388 1.85582 -2.77672 0.271
C 5.60953 -0.23142 1.57083 -0.360
C -1.69489 1.18713 -3.20292 -0.092
C -2.77718 0.20205 0.49263 -0.319
C 2.10363 2.56200 -3.15030 -0.547
C -1.48916 2.24767 -0.50026 -0.073
C -2.25099 0.88224 -0.69775 1.021
C -3.02314 -1.89801 2.80185 -0.869
C -3.45399 -1.09846 0.30970 0.325
C -1.49941 -2.14299 2.47586 -0.407
C 4.95020 0.40633 0.27470 -0.763
C 4.72746 2.52958 -1.20552 -0.639
C 0.84462 1.95580 -3.64126 -0.004
C 1.04911 2.99861 -0.90258 -0.854
C -0.20154 2.39855 -1.38977 0.578
C -3.98911 -1.88571 1.54337 -1.344
C -3.61549 -1.64356 -1.07467 0.193
C -2.36666 0.33494 -2.05721 0.732
C 3.60951 3.68716 -1.25509 -1.028
C -0.54223 -1.52866 3.61808 -0.512
C -3.07375 -0.93135 -2.27341 0.224
C -3.82392 1.39266 2.04331 0.439
C 2.24407 3.08995 -1.76387 0.604
C -4.39972 -1.00729 -4.10378 0.490
C 5.27339 -1.80365 1.55594 -1.013
H 5.51715 -0.02491 -0.60469 0.291
H -4.93705 -1.35007 1.87253 0.360
H 3.88463 0.02186 0.24481 0.297
H -3.15584 -0.96575 3.41877 0.344
H -6.45583 -4.01125 -0.56912 0.362
H 5.67065 2.84414 -1.73379 0.358
H -3.80737 -4.02892 -3.22149 0.359
H 3.01926 2.65429 -3.79509 0.410
H -0.29291 0.59626 2.81589 0.155
H 5.29120 0.25178 2.53144 0.336
H 3.95116 4.53585 -1.91784 0.347
H 4.69590 -2.12362 2.47277 0.245
H -1.14109 -1.69384 1.51085 0.241
H 6.73893 -0.17486 1.49057 0.264
H 4.61263 -2.04435 0.67035 0.315
H -1.24063 -3.24108 2.43730 0.479
H 3.47562 4.09835 -0.21173 0.411
H -3.36615 -2.75017 3.46487 0.478
H 1.01521 0.03849 3.92250 0.381
H 1.06118 3.35414 0.16135 0.338
H 0.98474 -0.56411 2.22577 0.282
H 6.04009 2.34732 0.54315 0.283
H 4.24076 2.41666 1.00211 0.315
H -4.29295 -2.94194 1.33284 0.507
H -1.15961 -1.22006 4.50442 0.340
H 0.21001 -2.32563 3.90389 0.296
H 6.20086 -2.42962 1.42077 0.307
H 4.28504 1.65267 -1.77151 0.389